(1)
{
  "formula": "C30H23N3O3PPt",
  "method": "ωB97M-V/def2-TZVPD",
  "species": ["Pt", "O", "C", "O", "C", "C", "C", "C", "C", "C", "P", "C", "C", "C", "C", "C", "C", "C", "C", "C", "C", "C", "C", "H", "H", "H", "H", "H", "H", "H", "H", "H", "H", "H", "H", "H", "H", "C", "C", "C", "C", "C", "C", "N", "N", "C", "C", "C", "C", "C", "N", "H", "H", "H", "H", "H", "H", "H", "H", "H", "O"],
  "positions_angstrom": [[0.652, -0.280, -2.021], [4.330, -1.663, -1.734], [3.497, -0.889, -1.297], [2.744, -0.125, -2.014], [3.518, -0.659, 0.231], [4.796, -0.805, 0.790], [5.048, -0.543, 2.123], [4.014, -0.139, 2.958], [2.742, -0.014, 2.434], [2.476, -0.269, 1.083], [0.748, -0.146, 0.517], [0.117, 1.308, 1.418], [-0.713, 1.262, 2.535], [-1.182, 2.437, 3.110], [-0.826, 3.667, 2.581], [0.003, 3.723, 1.468], [0.467, 2.553, 0.887], [-0.084, -1.550, 1.319], [-1.472, -1.625, 1.178], [-2.175, -2.704, 1.688], [-1.497, -3.733, 2.329], [-0.117, -3.675, 2.455], [0.590, -2.589, 1.954], [5.586, -1.134, 0.130], [6.054, -0.651, 2.512], [4.194, 0.067, 4.006], [1.924, 0.281, 3.082], [-0.999, 0.306, 2.954], [-1.828, 2.386, 3.978], [-1.198, 4.580, 3.030], [0.279, 4.676, 1.035], [1.097, 2.605, 0.009], [-2.001, -0.841, 0.648], [-3.248, -2.753, 1.556], [-2.043, -4.585, 2.714], [0.417, -4.484, 2.939], [1.667, -2.556, 2.047], [-4.285, -3.079, -2.086], [-4.658, -1.743, -2.177], [-3.707, -0.741, -2.275], [-2.341, -1.070, -2.279], [-1.964, -2.414, -2.196], [-2.933, -3.398, -2.099], [-1.338, -0.090, -2.363], [-1.805, 1.158, -2.468], [-0.850, 2.083, -2.514], [-1.160, 3.464, -2.654], [-0.149, 4.376, -2.714], [1.198, 3.952, -2.644], [1.445, 2.613, -2.496], [0.452, 1.710, -2.420], [-5.035, -3.856, -2.008], [-5.708, -1.472, -2.173], [-3.996, 0.295, -2.345], [-0.901, -2.643, -2.183], [-2.620, -4.433, -2.023], [-2.204, 3.742, -2.703], [-0.378, 5.430, -2.816], [2.019, 4.652, -2.705], [2.442, 2.195, -2.420], [0.900, -2.169, -1.871]],
  "forces_ev_per_angstrom": [[0.1, 0.0, -0.2], [0.0, 0.0, 0.0], [0.1, -0.1, 0.0], [-0.1, 0.0, 0.0], [0.2, 0.0, 0.0], [-0.1, 0.0, 0.0], [0.0, 0.0, 0.0], [0.0, 0.0, 0.0], [0.0, 0.0, 0.0], [0.0, 0.1, 0.0], [0.0, -0.2, 0.0], [0.1, 0.0, 0.0], [0.0, 0.0, 0.0], [0.0, -0.1, 0.0], [0.0, 0.0, 0.0], [0.0, 0.0, 0.0], [-0.1, 0.0, 0.1], [0.0, 0.1, 0.0], [0.0, -0.1, 0.0], [0.0, 0.0, 0.0], [0.0, 0.0, 0.0], [0.0, 0.0, 0.0], [0.0, 0.0, 0.0], [0.0, 0.0, 0.0], [0.0, 0.0, 0.0], [0.0, 0.0, 0.0], [0.0, 0.0, 0.0], [0.0, 0.0, 0.0], [0.0, 0.0, 0.0], [0.0, 0.0, 0.0], [0.0, 0.0, 0.0], [0.0, 0.0, 0.0], [0.0, 0.0, 0.0], [0.0, 0.0, 0.0], [0.0, 0.0, 0.0], [0.0, 0.0, 0.0], [0.0, 0.0, 0.0], [0.0, 0.1, 0.0], [0.0, 0.0, 0.0], [0.2, 0.0, 0.0], [0.0, 0.0, 0.0], [-0.1, 0.1, 0.0], [0.1, 0.0, 0.0], [-0.1, -0.3, 0.0], [0.0, 0.1, 0.0], [-0.1, 0.1, 0.0], [-0.1, -0.1, 0.0], [0.0, 0.0, 0.0], [0.0, 0.0, 0.0], [-0.1, 0.1, -0.1], [0.2, -0.2, 0.1], [0.0, 0.0, 0.0], [0.0, 0.0, 0.0], [0.0, 0.0, 0.0], [-0.1, -0.1, 0.0], [0.0, 0.0, 0.0], [0.0, 0.0, 0.0], [0.0, 0.0, 0.0], [0.0, 0.0, 0.0], [0.0, 0.0, 0.0], [0.0, 0.2, 0.0]],
  "mulliken_charge": [2.242, -0.685, 0.134, -0.714, 0.506, -0.858, -0.510, -0.765, -0.245, 0.077, 0.790, 0.049, 0.005, -0.671, -0.512, -0.726, -0.405, 0.340, -0.501, -0.788, -0.600, -0.614, -0.789, 0.489, 0.384, 0.406, 0.398, 0.417, 0.407, 0.366, 0.429, 0.417, 0.570, 0.404, 0.366, 0.398, 0.314, -0.535, -0.550, -0.230, 0.323, -0.446, -0.673, -0.047, -0.607, 0.524, -0.703, -0.295, -0.594, -0.358, -0.244, 0.376, 0.351, 0.415, 0.720, 0.386, 0.449, 0.367, 0.423, 0.347, -0.921],
  "spin_multiplicity": 3,
  "e_above_lowest_kcal_mol": 2.48,
  "largest_force_ha_per_bohr": 0.0067,
  "charge": -1,
  "homo_ev": [-3.36, -3.77],
  "lumo_energy_ha": [0.0995, 0.0778]
}



(2)
{
  "formula": "C30H23N3O3STeV",
  "method": "ωB97M-V/def2-TZVPD",
  "species": ["V", "O", "C", "C", "C", "C", "C", "C", "C", "O", "N", "N", "C", "C", "C", "C", "C", "C", "C", "O", "H", "H", "H", "H", "H", "H", "H", "H", "H", "H", "N", "C", "C", "C", "C", "C", "C", "C", "C", "C", "C", "C", "C", "H", "H", "H", "H", "H", "H", "H", "H", "H", "H", "Te", "C", "C", "C", "C", "S", "H", "H", "H"],
  "positions_angstrom": [[0.487, 0.017, -0.047], [4.485, 1.040, 3.569], [3.329, 1.203, 4.233], [3.402, 1.648, 5.553], [2.252, 1.868, 6.281], [0.996, 1.644, 5.719], [0.917, 1.176, 4.425], [2.068, 0.945, 3.667], [1.915, 0.480, 2.284], [0.754, 0.110, 1.851], [2.948, 0.528, 1.479], [2.529, 0.305, 0.178], [3.435, 0.329, -0.730], [3.154, 0.299, -2.150], [4.190, 0.516, -3.063], [3.942, 0.549, -4.419], [2.643, 0.348, -4.883], [1.603, 0.123, -4.001], [1.855, 0.105, -2.634], [0.856, -0.107, -1.770], [4.271, 0.822, 2.636], [4.382, 1.819, 5.978], [2.331, 2.223, 7.301], [0.097, 1.830, 6.289], [-0.042, 0.981, 3.965], [4.468, 0.448, -0.411], [5.196, 0.661, -2.687], [4.748, 0.728, -5.117], [2.443, 0.360, -5.947], [0.593, -0.050, -4.346], [-1.476, -0.604, 0.178], [-2.702, 0.176, 0.113], [-3.869, -0.581, 0.164], [-5.110, 0.014, 0.108], [-5.166, 1.395, 0.000], [-4.002, 2.136, -0.050], [-2.718, 1.567, 0.003], [-1.498, 2.447, -0.049], [-1.692, 3.834, -0.089], [-0.641, 4.731, -0.114], [0.659, 4.261, -0.090], [0.872, 2.893, -0.055], [-0.175, 1.962, -0.045], [-1.524, -1.340, -0.528], [-1.439, -1.118, 1.060], [-3.780, -1.659, 0.248], [-6.010, -0.584, 0.147], [-6.120, 1.904, -0.046], [-4.115, 3.204, -0.137], [-2.683, 4.258, -0.094], [-0.845, 5.793, -0.148], [1.499, 4.944, -0.094], [1.899, 2.554, -0.034], [1.160, -2.715, 0.169], [-0.688, -3.697, 0.015], [-1.680, -3.548, -0.921], [-2.778, -4.435, -0.732], [-2.603, -5.251, 0.342], [-1.114, -4.934, 1.127], [-1.618, -2.837, -1.737], [-3.646, -4.473, -1.376], [-3.267, -6.019, 0.705]],
  "forces_ev_per_angstrom": [[0.2, -0.5, -0.7], [0.0, 0.0, 0.0], [0.0, 0.0, 0.0], [0.0, 0.0, 0.0], [0.0, 0.0, 0.0], [0.0, 0.0, 0.0], [0.0, -0.1, 0.0], [-0.1, -0.2, 0.1], [0.1, 0.2, -0.1], [-0.1, 0.5, 0.2], [0.0, 0.0, 0.0], [0.2, -0.1, 0.1], [0.0, 0.1, 0.0], [0.0, -0.1, 0.0], [0.0, 0.0, 0.0], [0.0, 0.0, 0.0], [0.0, 0.0, 0.0], [-0.1, 0.0, 0.0], [0.0, -0.1, 0.0], [-0.1, 0.6, 0.0], [0.0, 0.0, 0.0], [0.0, 0.0, 0.0], [0.0, 0.0, 0.0], [0.0, 0.0, 0.0], [0.0, 0.0, 0.0], [0.0, 0.0, 0.0], [0.0, 0.0, 0.0], [0.0, 0.0, 0.0], [0.0, 0.0, 0.0], [0.0, 0.0, 0.0], [0.1, 0.2, 0.1], [0.1, 0.0, 0.0], [0.0, 0.0, 0.0], [0.0, 0.0, 0.0], [0.0, 0.0, 0.0], [0.0, 0.0, 0.0], [0.0, 0.0, 0.0], [0.0, 0.0, 0.0], [0.0, 0.0, 0.0], [0.0, 0.0, 0.0], [0.0, 0.0, 0.0], [0.0, 0.0, 0.0], [-0.3, 0.0, 0.3], [-0.1, -0.1, 0.2], [0.0, 0.0, 0.0], [0.0, 0.0, 0.0], [0.0, 0.0, 0.0], [0.0, 0.0, 0.0], [0.0, 0.0, 0.0], [0.0, 0.0, 0.0], [0.0, 0.0, 0.0], [0.0, 0.0, 0.0], [0.0, 0.0, 0.0], [0.0, -0.2, 0.2], [0.0, 0.0, -0.1], [0.0, -0.1, 0.0], [0.0, 0.1, 0.0], [0.0, 0.0, 0.0], [-0.1, 0.0, 0.0], [0.1, -0.1, -0.1], [0.0, 0.0, 0.0], [0.0, 0.0, 0.0]],
  "mulliken_charge": [-0.905, -0.673, 0.437, -0.672, -0.333, -0.848, -0.528, 0.153, 1.115, -0.594, -0.995, 0.549, -0.329, 0.915, -0.889, -0.768, -0.433, -0.773, 0.340, -0.344, 0.569, 0.435, 0.369, 0.413, 0.404, 0.330, 0.415, 0.400, 0.407, 0.455, 0.623, 0.748, -0.424, -0.748, -0.903, -1.158, 0.420, 1.149, -0.929, -0.885, -1.136, 0.154, 1.407, -0.263, 0.442, 0.469, 0.405, 0.407, 0.291, 0.262, 0.417, 0.426, 0.230, 0.267, -0.020, -0.336, -0.777, -0.407, -0.149, 0.610, 0.402, 0.388],
  "spin_multiplicity": 2,
  "e_above_lowest_kcal_mol": 19.65,
  "largest_force_ha_per_bohr": 0.0178,
  "homo_ev": [-7.13, -7.17],
  "lumo_energy_ha": [-0.0468, -0.0357]
}



(3)
{
  "formula": "C30H24Br4FN4O2SiSn",
  "method": "ωB97M-V/def2-TZVPD",
  "species": ["Sn", "C", "C", "C", "C", "N", "C", "C", "C", "C", "C", "C", "N", "C", "C", "C", "C", "C", "N", "H", "H", "H", "H", "H", "H", "H", "H", "H", "H", "H", "Br", "C", "C", "Br", "C", "Br", "C", "O", "C", "O", "C", "Br", "C", "Si", "C", "C", "N", "C", "C", "C", "C", "C", "C", "F", "H", "H", "H", "H", "H", "H", "H", "H", "H", "H", "H", "H", "H"],
  "positions_angstrom": [[0.735, -0.638, -0.087], [-0.103, -0.660, 4.693], [-1.480, -0.696, 4.819], [-2.256, -0.810, 3.677], [-1.637, -0.873, 2.426], [-0.308, -0.803, 2.319], [0.433, -0.713, 3.414], [-2.413, -1.059, 1.181], [-3.809, -1.152, 1.206], [-4.488, -1.399, 0.026], [-3.766, -1.552, -1.143], [-2.379, -1.387, -1.108], [-1.740, -1.143, 0.034], [-1.586, -1.370, -2.355], [-2.134, -1.684, -3.597], [-1.383, -1.477, -4.741], [-0.100, -0.962, -4.625], [0.401, -0.749, -3.350], [-0.326, -0.945, -2.262], [0.530, -0.600, 5.565], [-1.948, -0.628, 5.790], [-3.326, -0.851, 3.786], [1.504, -0.666, 3.260], [-4.371, -1.034, 2.117], [-5.566, -1.469, 0.018], [-4.282, -1.756, -2.065], [-3.131, -2.082, -3.685], [-1.799, -1.711, -5.709], [0.496, -0.750, -5.498], [1.413, -0.395, -3.185], [4.117, -7.131, 0.730], [3.739, -5.354, 0.262], [4.808, -4.432, 0.106], [6.571, -4.997, 0.424], [4.548, -3.136, -0.275], [5.926, -1.880, -0.515], [3.229, -2.679, -0.539], [2.974, -1.537, -0.966], [2.106, -3.602, -0.242], [0.939, -3.162, -0.290], [2.435, -4.941, 0.095], [0.993, -6.140, 0.277], [0.197, 3.788, -2.344], [-0.817, 2.789, -1.060], [-2.108, 3.663, 0.055], [-1.961, 1.730, -2.146], [0.383, 1.958, -0.080], [1.150, 2.681, 0.746], [1.005, 4.082, 0.923], [1.771, 4.809, 1.796], [2.762, 4.200, 2.555], [2.985, 2.841, 2.386], [2.201, 2.126, 1.516], [2.454, 0.785, 1.422], [-0.456, 4.247, -3.079], [0.863, 3.110, -2.871], [0.817, 4.562, -1.909], [-2.883, 4.114, -0.556], [-1.718, 4.433, 0.710], [-2.581, 2.922, 0.695], [-2.681, 2.386, -2.622], [-2.516, 1.007, -1.565], [-1.440, 1.212, -2.937], [0.271, 4.590, 0.330], [1.600, 5.870, 1.878], [3.356, 4.767, 3.252], [3.779, 2.335, 2.913]],
  "forces_ev_per_angstrom": [[-0.8, 1.9, 0.6], [-0.2, -0.1, -0.1], [0.1, 0.1, -0.2], [0.1, 0.0, -0.2], [0.0, 0.1, 0.8], [-0.2, -0.1, -0.4], [0.2, 0.1, 0.2], [-0.6, 0.1, 0.0], [0.2, 0.0, -0.2], [0.2, 0.0, 0.1], [0.3, 0.0, 0.0], [-0.7, -0.2, 0.1], [0.6, 0.0, -0.1], [0.0, -0.1, -0.6], [0.2, 0.0, 0.2], [0.2, 0.1, 0.2], [-0.1, -0.1, 0.1], [0.3, 0.1, -0.4], [0.1, -0.1, 0.7], [0.1, 0.1, 0.0], [0.0, 0.0, 0.0], [-0.1, 0.0, -0.1], [0.0, 0.0, 0.0], [0.1, 0.0, 0.1], [0.0, 0.0, 0.0], [0.0, 0.0, -0.1], [-0.1, 0.0, 0.0], [0.0, 0.0, -0.1], [0.1, 0.0, 0.0], [0.0, 0.0, -0.1], [-0.1, 0.3, -0.1], [-1.9, -0.7, 0.1], [1.0, 1.7, -0.4], [-0.3, 0.2, -0.1], [1.9, -0.7, 0.6], [-0.2, -0.1, 0.0], [-0.5, 1.6, -0.8], [0.1, -1.3, 0.1], [-1.7, 0.6, -0.4], [1.2, -0.4, -0.2], [0.5, -1.8, 0.7], [0.1, 0.3, 0.0], [-0.7, 0.0, 0.6], [0.2, 0.1, -0.1], [0.6, 0.0, -0.5], [0.6, 0.0, 0.4], [-1.4, -2.4, -1.4], [1.1, 0.4, 1.0], [0.1, -0.5, -0.2], [0.4, 0.0, 0.3], [0.0, 0.0, -0.1], [0.0, 0.1, 0.0], [-0.4, 1.0, 0.0], [0.0, -0.6, -0.2], [-0.1, 0.2, -0.2], [0.0, -0.2, 0.0], [0.1, 0.2, 0.1], [-0.2, 0.1, -0.2], [0.1, 0.1, 0.1], [-0.1, -0.3, 0.0], [-0.1, 0.3, 0.0], [-0.3, -0.1, 0.2], [0.2, -0.1, -0.3], [-0.1, 0.2, 0.0], [0.0, 0.2, 0.1], [0.1, 0.1, 0.0], [0.1, -0.1, 0.1]],
  "mulliken_charge": [1.277, -1.080, -0.447, -0.985, 0.557, 0.626, -0.209, 0.680, -0.902, -1.031, -1.060, 0.251, 0.864, 0.645, -1.175, -0.567, -0.930, -0.377, 0.587, 0.414, 0.459, 0.353, 0.524, 0.398, 0.458, 0.395, 0.484, 0.464, 0.459, 0.605, -0.066, 0.380, 0.160, -0.073, -0.267, -0.038, 0.690, -0.591, 0.402, -0.404, -0.375, -0.072, -1.237, 0.071, -1.185, -0.811, 0.104, 0.721, -0.450, -1.261, -0.455, -0.924, 0.203, -0.102, 0.405, 0.319, 0.378, 0.395, 0.424, 0.289, 0.601, 0.095, 0.209, 0.440, 0.417, 0.398, 0.473],
  "spin_multiplicity": 1,
  "largest_force_ha_per_bohr": 0.0608,
  "charge": 1,
  "homo_ev": [-8.89, -8.89],
  "lumo_energy_ha": [-0.2058, -0.2039]
}